DFT (the ωB97M-V functional and the def2-TZVPD basis) results for one molecule with the formula C4H5N3 in a non-equilibrium geometry.

```
12
Properties=species:S:1:pos:R:3:forces:R:3:mulliken_charge:R:1
N -1.03187 -0.44380 -0.66334 -0.7623 0.3800 -0.9540 -0.315
N 0.74719 0.45462 0.56026 0.1574 0.7485 -0.1863 -0.475
H 0.79813 2.53981 0.65679 0.4843 0.1667 0.1139 0.390
H 0.01412 -2.52960 1.06960 -0.1131 0.1845 -0.1735 0.230
C 0.05236 -0.60250 0.08008 0.3312 1.5553 -0.3360 0.670
C 0.31597 1.68132 0.23155 -0.7000 -1.7218 0.4231 0.000
C -0.84036 1.84459 -0.53480 -0.1200 -0.4902 -0.0790 -0.160
H 1.61608 -1.99304 0.64050 -0.1673 0.3070 -0.1448 0.307
H 0.51264 -2.57663 -0.61402 -0.1250 0.0137 -0.1807 0.307
H -1.27152 2.83628 -0.70979 0.2102 -0.4663 -0.2542 0.383
N -1.49075 0.78286 -1.01352 0.7796 -0.5721 1.1502 -0.420
C 0.57802 -1.99389 0.29670 0.0249 -0.1054 0.6212 -0.916
```
Forces are in eV/Å.

Computed properties:
E = -319.64648 hartree
SMILES = Cc1nccnn1
HOMO level = -9.346 eV
Strongest force on any atom = 1.9 eV/A
Relative energy (zero: lowest compared OMol25 entry of this formula, charge and spin) = 172.6 kJ/mol

---

DFT (the ωB97M-V functional and the def2-TZVPD basis) results for one molecule with the formula C4H5N3 in a non-equilibrium geometry.

```
12
Properties=species:S:1:pos:R:3:forces:R:3:mulliken_charge:R:1
C -0.65678 -0.94814 -0.42426 0.0944 -0.2096 -0.0897 -0.542
H 1.04856 0.07073 -1.41422 -0.0477 -0.0872 0.1688 0.209
N 2.57521 -1.14477 1.02431 -0.8469 0.4901 -0.5548 -0.405
N 0.14593 1.19630 0.11695 0.0206 0.0243 0.0664 -0.333
H -1.77844 1.87103 0.74997 0.0881 -0.1418 -0.0336 0.383
C 1.72045 -0.66406 0.41054 0.7202 -0.3887 0.5141 0.019
C -1.21323 1.03267 0.34788 -0.1604 -0.0321 0.0086 -0.058
H -0.57890 -1.80249 0.25690 -0.0047 0.1023 -0.1322 0.315
H 0.71143 1.73552 0.75631 -0.0825 -0.0538 -0.0773 0.274
N -1.74152 -0.07391 0.01791 0.1577 0.2852 0.1304 -0.532
C 0.64657 -0.07528 -0.40408 0.0230 -0.0715 -0.1350 0.375
H -0.85517 -1.33502 -1.42718 0.0382 0.0829 0.1343 0.294
```
Forces are in eV/Å.

Computed properties:
E = -319.66451 hartree
SMILES = N#C[C@H]1CN=CN1
HOMO level = -9.506 eV
Strongest force on any atom = 1.1 eV/A
Relative energy (zero: lowest compared OMol25 entry of this formula, charge and spin) = 125.2 kJ/mol

---

DFT (the ωB97M-V functional and the def2-TZVPD basis) results for a 2-piece molecular cluster, C4H5N3 overall in a non-equilibrium geometry.

```
12
Properties=species:S:1:pos:R:3:forces:R:3:mulliken_charge:R:1
C -0.43504 2.12000 0.53577 -1.1905 0.1346 -0.4065 -0.254
H 1.83190 0.31146 1.50556 -0.0688 -0.0503 -0.1096 0.365
N 1.51976 -0.22313 -0.51326 -0.1359 0.1467 0.3508 -0.381
H -0.09695 0.37673 -1.61275 0.0077 -0.0656 -0.0671 0.317
H -0.63640 -0.26105 1.83518 0.0727 -0.0567 -0.0716 0.349
H -1.74578 -1.06897 -0.20636 0.1145 0.0916 0.0164 0.382
C -0.69749 -0.81268 -0.12590 0.1429 0.0984 0.0918 -0.249
N -0.13079 -0.49582 0.98651 -0.1192 -0.0056 -0.1524 0.025
C 0.29760 -0.57666 -1.19046 -0.1313 -0.1481 -0.0232 -0.188
H 0.39467 -1.32160 -1.98161 -0.0428 0.1135 0.1085 0.366
C 1.20682 -0.05291 0.70281 0.2012 -0.2069 -0.1402 -0.197
N -1.50832 2.00463 0.06451 1.1495 -0.0515 0.4030 -0.534
```
Forces are in eV/Å.

Computed properties:
E = -319.57025 hartree
HOMO level = -8.728 eV
Strongest force on any atom = 1.3 eV/A
Relative energy (zero: lowest compared OMol25 entry of this formula, charge and spin) = 372.7 kJ/mol

---

DFT (the ωB97M-V functional and the def2-TZVPD basis) results for one molecule with the formula C4H5N3 in a non-equilibrium geometry.

```
12
Properties=species:S:1:pos:R:3:forces:R:3:mulliken_charge:R:1
N -0.76243 0.93340 -0.16815 0.9764 -1.6417 2.0850 -0.431
H -1.17930 1.09149 2.06116 0.0014 -0.2636 -1.3339 0.242
C 0.46491 0.33889 -0.70842 -4.1825 -3.0331 4.6118 0.491
N 1.32075 -1.74890 0.60831 0.6166 -1.1790 0.5756 -0.421
C -1.84611 -0.06810 0.23177 3.1829 0.0326 0.4175 -0.281
H -0.28462 -0.41704 1.89040 -0.3657 1.0614 -2.1098 0.245
N 1.25781 0.80680 -1.45325 3.2830 5.7254 -4.1752 -0.497
C 0.95715 -0.87971 -0.02790 -0.9436 0.4167 -0.9996 0.211
H -1.47387 -1.02243 -0.03430 -0.8184 -1.3095 -0.7844 0.263
H -2.87396 0.15989 0.15735 -0.6910 0.5511 -0.2005 0.289
H 0.96416 1.83736 -1.61427 0.4619 -1.9534 -0.4503 0.318
C -0.88682 0.34420 1.27643 -1.5209 1.5931 2.3638 -0.428
```
Forces are in eV/Å.

Computed properties:
E = -319.56163 hartree
SMILES = [H]/N=C(/C#N)N1CC1
HOMO level = -10.922 eV
Strongest force on any atom = 7.8 eV/A
Relative energy (zero: lowest compared OMol25 entry of this formula, charge and spin) = 395.4 kJ/mol

---

DFT (the ωB97M-V functional and the def2-TZVPD basis) results for one molecule with the formula C4H5N3 in a non-equilibrium geometry.

```
12
Properties=species:S:1:pos:R:3:forces:R:3:mulliken_charge:R:1
C -0.91055 -1.82518 -0.25171 0.2101 1.0246 0.3142 -0.143
H -1.42426 -2.74891 -0.41686 -0.1742 -0.4127 0.0171 0.377
N 0.09864 -1.53991 -1.10988 -1.3455 -0.4949 1.1713 -0.554
C -0.76383 0.11163 0.92307 0.7137 0.8002 -0.0965 -0.155
H 0.57384 2.39002 0.93083 0.1788 -0.4021 -0.3856 0.227
H 1.33895 2.17003 -0.54743 -0.0464 -0.1106 0.1283 0.238
C 0.69158 -0.39105 -0.89243 0.7769 1.3070 0.0058 -0.163
C 0.30087 0.52866 0.10078 -0.1213 -0.5262 0.0291 0.681
H 1.54944 -0.13795 -1.53918 -0.4214 -0.1140 0.2661 0.316
H -1.10314 0.78065 1.72906 0.0325 -0.3912 -0.2805 0.282
N -1.36483 -1.05783 0.77582 0.6332 -0.8165 -1.4067 -0.559
N 1.01328 1.71983 0.29792 -0.4364 0.1364 0.2375 -0.547
```
Forces are in eV/Å.

Computed properties:
E = -319.68818 hartree
SMILES = Nc1cncnc1
HOMO level = -8.783 eV
Strongest force on any atom = 1.9 eV/A
Relative energy (zero: lowest compared OMol25 entry of this formula, charge and spin) = 63.1 kJ/mol

---

DFT (the ωB97M-V functional and the def2-TZVPD basis) results for C4H5N3O as an isolated structure in a non-equilibrium geometry.

```
13
Properties=species:S:1:pos:R:3:forces:R:3:mulliken_charge:R:1
H -1.98381 0.23630 2.55155 -0.5562 0.0153 0.5981 0.415
N -1.82761 -0.27707 0.45428 0.7396 -1.1186 0.3824 -0.670
H 2.94976 0.07585 -1.77448 -2.6969 0.3776 0.7506 0.295
C -0.08888 0.52493 1.52998 2.3359 0.4748 4.4279 -0.196
C -1.36454 0.12989 1.70515 -0.0193 0.6691 -1.5666 -0.508
C 1.84200 0.02698 -1.35674 -0.4130 -1.7055 2.0786 -0.262
N 0.33490 0.11512 0.34513 2.9006 1.5246 -1.7921 0.496
H -1.62817 -0.74558 -1.76548 -2.8329 -1.1186 -0.9090 0.317
O -0.80637 -0.36263 -1.63031 2.1713 0.2799 0.4632 -0.485
N 1.62476 0.57962 -0.14650 -0.8799 -2.9255 -4.0279 -0.665
C -0.73361 -0.32358 -0.27670 -3.0055 0.6489 -1.3041 0.696
H 0.92473 -0.83720 -1.81445 3.6217 3.0011 1.0674 0.227
H 0.75684 0.85738 2.17857 -1.3651 -0.1232 -0.1687 0.340
```
Forces are in eV/Å.

Computed properties:
E = -394.80254 hartree
HOMO level = -8.591 eV
Strongest force on any atom = 5.1 eV/A
Relative energy (zero: lowest compared OMol25 entry of this formula, charge and spin) = 433.3 kJ/mol

---

DFT (the ωB97M-V functional and the def2-TZVPD basis) results for one molecule with the formula C4H5N3O in a non-equilibrium geometry.

```
13
Properties=species:S:1:pos:R:3:forces:R:3:mulliken_charge:R:1
H 0.55593 -1.82771 -0.80933 -0.0504 3.4765 1.6698 0.320
C -1.08489 0.79199 0.49885 -0.3226 1.9900 1.1773 0.077
C -1.58373 -0.62221 -0.09290 -0.0504 2.9388 0.9558 -0.490
H -1.72679 1.52727 1.36758 2.0486 -3.2368 -1.9630 0.230
C 2.00378 -0.54819 -0.05085 2.6393 4.6649 1.9465 0.090
N 0.47829 2.77109 -0.39575 -1.0924 -2.2163 1.0115 -0.414
C -0.09658 1.82573 -0.01212 -1.1803 1.2430 -1.9071 0.244
O 2.36507 0.44577 0.69302 -1.7210 -4.7235 -2.7774 -0.508
H -2.30758 -1.30759 0.24805 -1.2663 0.1733 1.8435 0.308
N -0.37776 -0.47080 0.71869 0.8696 -2.5537 -2.0330 -0.154
H 2.85583 -1.10500 -0.63411 -1.9241 0.4896 0.8692 0.291
H -1.75970 -0.71031 -1.13500 1.6672 0.2668 -1.3568 0.266
N 0.67814 -0.77004 -0.39614 0.3829 -2.5125 0.5637 -0.261
```
Forces are in eV/Å.

Computed properties:
E = -394.71946 hartree
SMILES = N#C[C@H]1CN1NC=O
HOMO level = -9.876 eV
Strongest force on any atom = 5.7 eV/A
Relative energy (zero: lowest compared OMol25 entry of this formula, charge and spin) = 651.4 kJ/mol

---

DFT (the ωB97M-V functional and the def2-TZVPD basis) results for one molecule with the formula C4H5N3O in a non-equilibrium geometry.

```
13
Properties=species:S:1:pos:R:3:forces:R:3:mulliken_charge:R:1
C -0.51427 0.52445 -0.22276 0.8468 1.5587 1.1741 0.674
N 1.25265 -1.28297 -0.40486 0.7608 0.1464 1.4401 -0.409
H -0.99516 2.34247 -0.13756 2.1337 0.9406 0.4457 0.264
H -3.06504 -1.23755 0.05599 -0.0877 -1.1072 0.6057 0.397
C -2.00311 -1.05938 0.04663 -1.2144 0.8034 -0.9103 0.039
C -0.00793 1.78668 -0.03973 -3.0713 -1.9968 -0.6783 -0.803
C 0.09275 -0.80765 -0.22878 -2.9706 -2.4498 0.3717 0.341
N -0.97594 -1.82160 0.09247 -0.5133 3.2183 -1.5656 -0.492
O -1.97159 0.33926 -0.23501 3.9497 -2.0481 0.4251 -0.392
H 1.03416 2.06815 0.18688 -1.0995 -0.0236 -0.4864 0.334
N 2.14423 -0.33473 -0.01870 3.4924 0.7686 0.1126 -0.434
H 3.17658 -0.66119 0.06762 -2.8090 0.4914 -0.3560 0.258
H 1.83268 0.14407 0.83782 0.5823 -0.3020 -0.5784 0.222
```
Forces are in eV/Å.

Computed properties:
E = -394.79736 hartree
SMILES = C=C1OC=N/C1=N/N
HOMO level = -8.328 eV
Strongest force on any atom = 4.5 eV/A
Relative energy (zero: lowest compared OMol25 entry of this formula, charge and spin) = 446.9 kJ/mol

---

DFT (the ωB97M-V functional and the def2-TZVPD basis) results for one molecule with the formula C4H5N3O in a non-equilibrium geometry.

```
13
Properties=species:S:1:pos:R:3:forces:R:3:mulliken_charge:R:1
O 0.39413 2.05724 -0.07063 -0.0703 -0.4375 0.0693 -0.579
H -2.29674 1.20990 -0.76250 0.6553 -0.5350 0.7478 0.267
H 2.55440 1.01467 -0.09768 0.1128 -1.6082 -0.1380 0.302
H -2.15832 1.07845 0.99757 0.2710 -0.4075 -0.2709 0.275
C -0.69726 -1.20076 -0.09806 0.6981 -0.9078 0.2480 -0.009
C -0.18854 1.00522 -0.04688 -1.3331 -0.3768 0.0980 0.512
H -0.46482 -2.24911 -0.03799 0.2305 -0.3346 -0.3210 0.334
N -1.87232 -0.77926 -0.06921 -0.6798 1.3362 0.5582 -0.495
C -1.73546 0.67545 0.05925 -0.0841 1.3693 -1.1945 -0.375
C 1.69214 -0.70772 0.00844 -0.6870 -0.6487 0.4509 0.233
H 1.68132 -1.79034 0.23754 0.4885 0.4068 -0.4298 0.236
N 2.73744 -0.02896 -0.01640 0.2435 1.7779 0.1047 -0.645
N 0.35404 -0.28477 -0.10346 0.1545 0.3659 0.0773 -0.054
```
Forces are in eV/Å.

Computed properties:
E = -394.91927 hartree
SMILES = [H]/N=C\N1C=NCC1=O
HOMO level = -10.047 eV
Strongest force on any atom = 1.8 eV/A
Relative energy (zero: lowest compared OMol25 entry of this formula, charge and spin) = 126.8 kJ/mol

---

DFT (the ωB97M-V functional and the def2-TZVPD basis) results for C4H5N3O as an isolated structure in a non-equilibrium geometry.

```
13
Properties=species:S:1:pos:R:3:forces:R:3:mulliken_charge:R:1
C 0.99455 0.12386 -0.50311 -2.1025 -1.0223 2.9948 -0.035
C 0.78300 -0.26266 1.03988 1.1518 -0.8472 -0.1862 -0.379
H -1.36088 -1.49033 1.73867 1.6729 2.3174 -2.8379 0.229
H -2.26288 0.50189 -0.05781 2.1339 -0.9096 0.3397 0.306
O -0.33394 1.42993 -1.72169 -1.7634 3.2463 -4.7650 -0.411
H 0.58655 0.81577 1.76658 0.3324 -3.5067 -2.2576 0.191
H -0.96286 -1.87158 0.00661 1.4234 0.5817 0.0886 0.276
N 1.84083 0.56794 -1.42338 -1.2751 0.4338 0.6618 0.035
C -0.75564 -1.01741 0.68888 -0.0407 0.4434 4.2049 -0.475
H 1.67733 -0.89584 1.52819 -2.3839 1.2192 -1.1258 0.331
N 1.37891 1.21410 -2.30715 1.5163 0.6625 -1.1274 -0.330
C -0.35221 0.63342 -0.85842 3.2660 -3.0632 4.9415 0.517
N -1.23277 0.25091 0.10276 -3.9312 0.4446 -0.9312 -0.254
```
Forces are in eV/Å.

Computed properties:
E = -394.72424 hartree
HOMO level = -8.093 eV
Strongest force on any atom = 6.7 eV/A
Relative energy (zero: lowest compared OMol25 entry of this formula, charge and spin) = 638.8 kJ/mol